(1)
80
Properties=species:S:1:pos:R:3 method="wB97M-V/def2-TZVPD" multiplicity=1 charge=-2 homo_lumo_gap_ev=5.84
I -4.301 1.734 -0.060
I -5.388 2.387 -5.964
Rb -1.210 -0.686 0.634
P -0.326 2.470 1.607
P -1.167 -1.117 4.131
P 0.961 -2.821 2.193
O -1.432 1.313 -1.304
O -3.062 -2.262 -0.645
O -1.106 -0.038 3.105
O 1.619 -1.567 1.707
O -0.922 -0.784 5.575
O -3.007 -3.890 0.788
O -0.283 -3.090 1.196
O 1.742 -4.066 2.443
O -2.474 -2.026 3.984
O -3.518 -1.884 1.424
N 0.372 0.420 -3.312
N 1.382 -1.514 4.427
N 1.177 -1.668 -1.828
N -3.204 -2.688 0.509
C 0.239 -2.343 3.854
C -3.636 1.750 -2.044
C 2.063 2.092 4.972
C -1.810 1.637 -3.595
C -0.265 -0.855 -3.586
C -2.240 1.525 -2.241
C -0.324 1.585 -3.850
C 1.959 5.594 0.082
C 0.522 -1.973 -2.950
C 3.175 1.444 4.451
C -1.526 3.405 2.643
C 1.310 -4.230 -2.875
C 0.032 -3.556 4.750
C -4.060 2.025 -4.376
C 0.345 3.880 0.636
C 1.197 5.977 -1.011
C 1.908 -2.610 -1.236
C 1.045 2.167 2.779
C 0.009 5.312 -1.286
C -2.700 1.858 -4.627
C 1.534 4.555 0.902
C 3.214 1.136 3.096
C 2.151 1.480 2.274
C -4.532 1.981 -3.069
C -0.408 4.267 -0.476
C 1.010 2.455 4.141
C 0.568 -3.247 -3.510
C 2.005 -3.907 -1.718
H 3.998 1.165 5.099
H 0.144 2.939 4.573
H 2.892 6.102 0.300
H 4.055 0.595 2.679
H -1.968 2.703 3.354
H -2.860 -2.028 3.073
H 2.425 -2.310 -0.330
H -0.156 1.643 -4.932
H -1.084 4.256 3.165
H -2.317 3.759 1.980
H -0.325 -1.007 -4.670
H 2.164 1.178 1.234
H 2.176 -2.092 4.692
H 2.139 4.265 1.754
H 0.919 -4.191 4.742
H 0.964 -0.999 5.226
H -1.304 3.710 -0.722
H 0.153 2.466 -3.407
H 2.007 2.309 6.032
H 2.591 -4.639 -1.179
H -0.224 -3.246 5.765
H 1.351 -5.234 -3.282
H 1.672 -0.878 3.665
H -5.581 2.132 -2.850
H -1.295 -0.913 -3.198
H -0.881 -3.826 1.391
H 0.420 0.513 -2.301
H -0.585 5.590 -2.149
H 0.021 -3.454 -4.421
H 1.532 6.783 -1.654
H -0.802 -4.143 4.364
H -2.322 1.920 -5.642

---

(2)
94
Properties=species:S:1:pos:R:3 method="wB97M-V/def2-TZVPD" multiplicity=1 charge=+2 homo_lumo_gap_ev=8.46
Br 1.598 1.743 -1.877
Ca 0.333 0.510 0.688
P -1.182 -1.958 -0.035
P -2.416 1.606 0.400
O -2.289 3.065 1.046
O 0.784 1.732 -6.966
O -1.538 1.637 -0.970
O -3.892 1.581 -0.216
N -3.433 -2.585 -1.562
N -1.327 -3.612 -2.258
N 0.574 2.474 1.934
N 1.133 -0.455 -3.484
N -2.472 -4.386 -0.236
N 0.706 6.042 4.079
C 3.320 -1.776 -1.095
C 3.462 1.521 2.686
C 1.118 1.650 -4.664
C 0.064 2.583 3.173
C -2.829 -1.507 -0.796
C 2.874 -1.369 0.286
C -1.910 2.235 -2.236
C 1.181 4.795 2.083
C 2.021 -0.575 2.855
C -1.637 -4.742 -1.381
C -1.766 -3.557 0.726
C 0.906 -1.074 -4.652
C 1.607 -0.237 4.267
C 3.284 -0.134 0.819
C -2.581 -2.992 -2.676
C 0.084 3.728 3.926
C 0.783 -0.413 -5.856
C 0.880 -2.786 3.200
C 1.667 -1.834 2.342
C 0.889 0.980 -5.867
C -2.862 4.267 0.492
C 0.660 4.892 3.387
C 1.231 0.845 -3.553
C -3.690 -3.751 -0.721
C -0.446 -2.655 -1.603
C 1.113 3.595 1.425
C 4.317 0.703 0.104
C -5.019 1.234 0.610
C 2.008 -3.707 0.715
C 2.146 -2.253 1.093
C 2.876 0.257 2.106
H 1.526 3.527 0.425
H 1.542 -3.317 3.889
H 3.944 1.683 -0.193
H -5.662 2.107 0.693
H 1.639 5.649 1.604
H 2.668 -3.979 -0.103
H 0.649 1.191 -7.756
H 3.602 2.287 1.927
H 1.216 2.722 -4.635
H 5.166 0.879 0.764
H -2.690 -0.641 -1.449
H -2.227 4.638 -0.312
H 3.273 -0.935 -1.787
H 0.510 -3.133 -1.380
H -5.550 0.422 0.121
H -2.175 -5.488 -1.969
H 0.610 -0.967 -6.767
H -1.388 3.184 -2.340
H -4.695 0.923 1.603
H -4.244 -4.483 -1.313
H 2.855 1.954 3.475
H 4.448 1.311 3.107
H -3.134 -3.715 -3.278
H -0.343 3.728 4.919
H 0.139 -2.274 3.810
H -2.899 4.997 1.295
H -1.594 1.550 -3.021
H 0.364 -3.540 2.614
H -0.226 -1.821 -2.286
H -0.706 -5.190 -1.027
H -0.916 -4.112 1.125
H 0.820 -2.151 -4.610
H 1.969 0.730 4.598
H -3.511 -1.212 0.007
H -4.308 -3.457 0.130
H 0.352 6.099 5.018
H 0.523 -0.251 4.397
H 1.142 6.862 3.698
H -2.359 -2.121 -3.297
H 0.994 -3.993 0.431
H 2.281 -4.332 1.566
H -2.987 2.379 -2.275
H 4.697 0.216 -0.788
H 2.002 -0.983 4.959
H 4.346 -2.148 -1.088
H 2.688 -2.555 -1.513
H -0.389 1.689 3.589
H -2.423 -3.323 1.570
H -3.866 4.078 0.114

---

(3)
14
Properties=species:S:1:pos:R:3 method="wB97M-V/def2-TZVPD" multiplicity=1 charge=+1 homo_lumo_gap_ev=8.58
S -0.117 -0.881 0.186
N 0.807 1.122 -2.152
C -1.577 -1.534 1.059
C 0.700 0.364 1.365
H 0.449 0.744 -1.213
H -2.558 -1.153 0.814
H -1.486 -2.593 0.889
H 0.744 0.446 -2.939
H 0.736 1.249 0.503
H 1.751 -0.092 1.672
H 0.005 0.553 2.240
H -1.490 -1.388 2.209
H 1.876 1.311 -2.067
H 0.161 1.852 -2.565

---

(4)
71
Properties=species:S:1:pos:R:3 method="wB97M-V/def2-TZVPD" multiplicity=1 charge=-2 homo_lumo_gap_ev=7.28
O -13.963 -6.911 6.655
O -18.556 -10.911 4.559
O -15.070 -5.170 4.056
O -19.430 -5.307 5.153
O -19.315 -2.560 4.413
O -16.660 -5.629 1.662
O -15.643 -7.955 3.581
O -16.472 -2.299 3.403
O -20.560 -9.135 4.121
O -16.097 -4.062 7.224
O -21.676 -4.142 5.630
O -16.135 -6.920 8.570
O -19.846 -8.765 8.861
O -18.599 -8.136 2.161
O -20.799 -6.628 3.496
O -17.281 -2.047 5.958
O -16.379 -6.777 5.916
O -19.341 -4.768 1.523
O -20.696 -7.586 6.643
O -18.951 -4.004 7.580
O -18.287 -10.087 7.130
O -15.891 -9.362 6.301
O -19.314 -6.194 9.651
C -17.718 -6.882 5.636
C -18.073 -5.512 4.985
H -15.482 -5.469 3.268
H -19.099 -4.380 6.698
H -18.188 -6.690 6.573
H -16.127 -6.075 8.993
H -17.500 -5.135 1.770
H -15.509 -4.380 7.939
H -16.477 -6.755 7.682
H -15.567 -5.632 4.719
H -19.636 -4.833 0.637
H -16.241 -8.514 6.179
H -14.949 -9.189 6.372
H -17.390 -9.853 6.912
H -21.343 -9.655 3.794
H -19.568 -3.466 4.676
H -19.070 -7.122 9.474
H -20.140 -6.123 4.009
H -20.876 -4.668 5.637
H -20.698 -7.571 3.576
H -17.829 -10.763 3.909
H -19.239 -10.233 4.454
H -14.269 -7.073 7.516
H -20.131 -4.470 1.931
H -16.546 -3.095 2.872
H -17.893 -5.510 3.919
H -21.442 -7.335 6.065
H -14.734 -8.117 3.794
H -19.520 -9.579 8.529
H -16.999 -6.510 1.733
H -16.864 -2.521 4.235
H -16.841 -2.713 6.558
H -18.160 -8.238 3.001
H -17.174 -1.085 6.176
H -18.642 -10.113 6.242
H -14.872 -6.832 6.273
H -16.032 -7.520 4.351
H -16.413 -4.731 6.615
H -18.595 -2.332 5.036
H -21.769 -4.013 6.577
H -18.013 -4.067 7.819
H -19.232 -7.452 2.293
H -17.965 -7.892 5.204
H -19.342 -5.838 8.790
H -17.680 -4.614 5.395
H -20.151 -8.221 8.079
H -20.602 -9.003 5.055
H -19.996 -7.111 6.224

---

(5)
11
Properties=species:S:1:pos:R:3 method="wB97M-V/def2-TZVPD" multiplicity=1 charge=-1 homo_lumo_gap_ev=6.94
S -0.261 -1.782 0.728
O -0.835 0.172 -3.220
O 0.851 1.174 -0.329
C 0.090 -0.503 1.960
H 0.249 -0.812 2.997
H -0.777 -0.594 -2.674
H -0.519 0.709 -2.536
H -0.100 1.333 -0.427
H -0.724 0.345 2.050
H 0.853 0.106 -0.255
H 1.172 -0.148 1.706

---

(6)
77
Properties=species:S:1:pos:R:3 method="wB97M-V/def2-TZVPD" multiplicity=2 s_squared=0.759 charge=+2 homo_lumo_gap_ev="5.36 / 2.61"
Ir 0.468 0.458 -0.012
Cl 2.531 0.842 2.484
S 2.905 -1.633 -3.150
O 2.953 -0.363 1.840
O 1.611 1.586 1.536
O 1.722 0.563 3.628
O 3.597 1.723 2.772
N 0.003 2.086 -1.122
N 0.209 -1.092 1.415
N -0.907 1.223 1.191
N -0.269 -2.826 3.508
N -4.005 4.861 6.053
N -0.780 4.493 -2.238
N 1.978 -0.121 -1.310
C 1.632 -1.061 -2.169
C -4.487 5.092 4.860
C -1.241 2.493 0.912
C 0.488 -3.174 2.481
C 3.315 0.264 -1.445
C -2.452 3.312 5.496
C -2.196 2.654 3.102
C -2.461 -2.024 -2.027
C 5.106 3.696 0.335
C -0.067 3.610 -2.918
C -1.136 0.640 2.370
C 6.021 2.793 -0.493
C -1.797 1.344 3.362
C -2.859 3.450 4.167
C -0.797 -1.608 3.493
C -1.676 -2.670 -2.977
C -0.570 -0.721 2.457
C -1.905 -1.081 -1.169
C 6.641 3.645 -1.610
C -3.064 4.069 6.492
C 5.329 -0.257 -2.681
C 7.129 2.240 0.416
C -3.879 4.349 3.851
C 0.337 2.396 -2.367
C -0.325 -2.382 -3.062
C 5.267 1.617 -1.111
C 3.945 1.337 -0.811
C 3.986 -0.494 -2.401
C -1.144 4.159 -1.004
C 5.946 0.781 -2.024
C -0.783 2.958 -0.423
C 0.227 -1.438 -2.199
C -1.927 3.234 1.859
C -0.557 -0.760 -1.252
C 0.737 -2.305 1.421
H -2.170 4.268 1.662
H 0.297 -2.890 -3.789
H 3.392 1.937 -0.101
H -5.300 5.796 4.722
H -2.541 -0.594 -0.437
H 0.936 1.684 -2.917
H 5.871 4.034 -2.279
H -1.419 -1.339 4.338
H 5.865 -0.854 -3.406
H -1.983 0.878 4.319
H 0.214 3.864 -3.932
H -2.117 -3.401 -3.640
H 1.369 -2.577 0.587
H 7.681 3.064 0.870
H 6.706 1.628 1.215
H 6.987 0.976 -2.242
H -4.253 4.467 2.844
H 5.692 4.526 0.730
H -1.744 4.880 -0.465
H 7.360 3.087 -2.208
H 7.170 4.493 -1.172
H -3.515 -2.258 -1.955
H 4.306 4.121 -0.279
H -1.635 2.665 5.785
H -2.803 4.052 7.544
H 4.666 3.171 1.178
H 0.924 -4.164 2.491
H 7.841 1.631 -0.143

---

(7)
20
Properties=species:S:1:pos:R:3 method="wB97M-V/def2-TZVPD" multiplicity=2 s_squared=0.753 homo_lumo_gap_ev="9.65 / 6.47"
O 1.217 2.748 0.204
O -0.341 0.097 -3.243
O 1.755 -1.171 -1.074
O 0.872 1.523 0.880
C -0.249 -1.359 0.458
C -0.304 1.087 0.200
C -1.035 0.012 2.403
C 0.402 -1.592 -0.878
C -0.598 -0.175 0.968
H -0.167 0.944 -0.900
H -0.725 0.325 -4.121
H -1.055 1.877 0.376
H 2.156 2.579 0.023
H 0.416 -2.688 -0.905
H -1.187 1.072 2.641
H -0.371 -0.410 3.184
H 1.835 -0.882 -2.006
H -0.208 -1.219 -1.718
H -2.006 -0.494 2.465
H -0.408 -2.274 1.045

---

(8)
80
Properties=species:S:1:pos:R:3 method="wB97M-V/def2-TZVPD" multiplicity=4 s_squared=3.997 charge=+4 homo_lumo_gap_ev="4.48 / 3.66"
Re -0.068 0.816 -2.594
Br -3.096 -1.530 1.217
S 1.525 -2.352 1.308
P -2.553 1.793 -0.336
P 1.542 1.999 -1.404
O 1.847 -1.638 0.025
N 3.192 -0.548 -7.477
C -2.022 0.165 -0.957
C -1.016 -1.827 -2.345
C -2.580 4.552 -0.914
C 0.757 -0.387 -3.934
C -1.678 -2.179 -1.137
C 2.459 0.531 -7.220
C 1.706 -0.391 -5.140
C 1.908 1.701 0.354
C 1.377 -4.098 0.908
C -2.106 0.325 -2.434
C 3.128 2.442 0.887
C 1.415 3.827 -1.548
C 1.202 4.336 -2.967
C 1.667 0.650 -6.057
C 2.522 -1.506 -5.392
C 3.230 -1.551 -6.601
C -2.374 -1.241 -0.412
C -5.325 2.439 0.283
C -4.347 1.491 -0.402
C -2.154 3.173 -1.434
C 3.048 -2.428 2.284
C -1.837 2.100 1.297
C 3.873 0.422 -1.873
C -2.827 2.232 2.456
C 2.989 1.540 -2.426
C -1.439 -0.713 -3.103
C -0.651 -0.182 -4.188
H 0.599 4.142 -0.881
H -3.658 4.587 -0.706
H 4.346 -0.101 -2.713
H 1.709 -4.686 1.768
H -1.127 1.281 1.489
H 0.481 3.721 -3.527
H 4.037 2.192 0.326
H 1.054 -1.248 -3.325
H 2.018 0.614 0.478
H 4.680 0.829 -1.252
H 2.150 4.348 -3.520
H -2.368 5.308 -1.683
H -1.065 3.143 -1.636
H 0.317 -4.296 0.713
H -0.369 -2.551 -2.820
H -5.418 3.373 -0.286
H -5.021 2.660 1.312
H 2.623 1.252 -3.426
H 0.997 1.978 0.907
H -3.395 3.171 2.396
H 2.591 -2.339 -4.699
H -2.270 2.244 3.403
H 3.829 -2.426 -6.866
H 2.986 -3.278 2.972
H 1.061 1.546 -5.894
H -4.467 0.467 -0.027
H 3.280 2.145 1.931
H -0.890 0.222 -0.749
H 1.985 -4.307 0.021
H 3.115 -1.496 2.859
H -4.560 1.434 -1.478
H 2.985 3.528 0.866
H 3.325 -0.327 -1.283
H -1.056 0.239 -5.110
H -2.635 2.977 -2.403
H -6.315 1.958 0.324
H 2.458 1.342 -7.952
H -3.531 1.389 2.494
H -2.040 4.842 -0.003
H 3.903 -2.528 1.604
H 3.548 2.477 -2.563
H -2.779 0.984 -2.970
H 2.347 4.201 -1.103
H -1.622 -3.225 -0.808
H -1.224 3.013 1.215
H 0.817 5.365 -2.926

---

Please write out number 8 again, unchanged.
80
Properties=species:S:1:pos:R:3 method="wB97M-V/def2-TZVPD" multiplicity=4 s_squared=3.997 charge=+4 homo_lumo_gap_ev="4.48 / 3.66"
Re -0.068 0.816 -2.594
Br -3.096 -1.530 1.217
S 1.525 -2.352 1.308
P -2.553 1.793 -0.336
P 1.542 1.999 -1.404
O 1.847 -1.638 0.025
N 3.192 -0.548 -7.477
C -2.022 0.165 -0.957
C -1.016 -1.827 -2.345
C -2.580 4.552 -0.914
C 0.757 -0.387 -3.934
C -1.678 -2.179 -1.137
C 2.459 0.531 -7.220
C 1.706 -0.391 -5.140
C 1.908 1.701 0.354
C 1.377 -4.098 0.908
C -2.106 0.325 -2.434
C 3.128 2.442 0.887
C 1.415 3.827 -1.548
C 1.202 4.336 -2.967
C 1.667 0.650 -6.057
C 2.522 -1.506 -5.392
C 3.230 -1.551 -6.601
C -2.374 -1.241 -0.412
C -5.325 2.439 0.283
C -4.347 1.491 -0.402
C -2.154 3.173 -1.434
C 3.048 -2.428 2.284
C -1.837 2.100 1.297
C 3.873 0.422 -1.873
C -2.827 2.232 2.456
C 2.989 1.540 -2.426
C -1.439 -0.713 -3.103
C -0.651 -0.182 -4.188
H 0.599 4.142 -0.881
H -3.658 4.587 -0.706
H 4.346 -0.101 -2.713
H 1.709 -4.686 1.768
H -1.127 1.281 1.489
H 0.481 3.721 -3.527
H 4.037 2.192 0.326
H 1.054 -1.248 -3.325
H 2.018 0.614 0.478
H 4.680 0.829 -1.252
H 2.150 4.348 -3.520
H -2.368 5.308 -1.683
H -1.065 3.143 -1.636
H 0.317 -4.296 0.713
H -0.369 -2.551 -2.820
H -5.418 3.373 -0.286
H -5.021 2.660 1.312
H 2.623 1.252 -3.426
H 0.997 1.978 0.907
H -3.395 3.171 2.396
H 2.591 -2.339 -4.699
H -2.270 2.244 3.403
H 3.829 -2.426 -6.866
H 2.986 -3.278 2.972
H 1.061 1.546 -5.894
H -4.467 0.467 -0.027
H 3.280 2.145 1.931
H -0.890 0.222 -0.749
H 1.985 -4.307 0.021
H 3.115 -1.496 2.859
H -4.560 1.434 -1.478
H 2.985 3.528 0.866
H 3.325 -0.327 -1.283
H -1.056 0.239 -5.110
H -2.635 2.977 -2.403
H -6.315 1.958 0.324
H 2.458 1.342 -7.952
H -3.531 1.389 2.494
H -2.040 4.842 -0.003
H 3.903 -2.528 1.604
H 3.548 2.477 -2.563
H -2.779 0.984 -2.970
H 2.347 4.201 -1.103
H -1.622 -3.225 -0.808
H -1.224 3.013 1.215
H 0.817 5.365 -2.926

---

What did the sixth record say?
77
Properties=species:S:1:pos:R:3 method="wB97M-V/def2-TZVPD" multiplicity=2 s_squared=0.759 charge=+2 homo_lumo_gap_ev="5.36 / 2.61"
Ir 0.468 0.458 -0.012
Cl 2.531 0.842 2.484
S 2.905 -1.633 -3.150
O 2.953 -0.363 1.840
O 1.611 1.586 1.536
O 1.722 0.563 3.628
O 3.597 1.723 2.772
N 0.003 2.086 -1.122
N 0.209 -1.092 1.415
N -0.907 1.223 1.191
N -0.269 -2.826 3.508
N -4.005 4.861 6.053
N -0.780 4.493 -2.238
N 1.978 -0.121 -1.310
C 1.632 -1.061 -2.169
C -4.487 5.092 4.860
C -1.241 2.493 0.912
C 0.488 -3.174 2.481
C 3.315 0.264 -1.445
C -2.452 3.312 5.496
C -2.196 2.654 3.102
C -2.461 -2.024 -2.027
C 5.106 3.696 0.335
C -0.067 3.610 -2.918
C -1.136 0.640 2.370
C 6.021 2.793 -0.493
C -1.797 1.344 3.362
C -2.859 3.450 4.167
C -0.797 -1.608 3.493
C -1.676 -2.670 -2.977
C -0.570 -0.721 2.457
C -1.905 -1.081 -1.169
C 6.641 3.645 -1.610
C -3.064 4.069 6.492
C 5.329 -0.257 -2.681
C 7.129 2.240 0.416
C -3.879 4.349 3.851
C 0.337 2.396 -2.367
C -0.325 -2.382 -3.062
C 5.267 1.617 -1.111
C 3.945 1.337 -0.811
C 3.986 -0.494 -2.401
C -1.144 4.159 -1.004
C 5.946 0.781 -2.024
C -0.783 2.958 -0.423
C 0.227 -1.438 -2.199
C -1.927 3.234 1.859
C -0.557 -0.760 -1.252
C 0.737 -2.305 1.421
H -2.170 4.268 1.662
H 0.297 -2.890 -3.789
H 3.392 1.937 -0.101
H -5.300 5.796 4.722
H -2.541 -0.594 -0.437
H 0.936 1.684 -2.917
H 5.871 4.034 -2.279
H -1.419 -1.339 4.338
H 5.865 -0.854 -3.406
H -1.983 0.878 4.319
H 0.214 3.864 -3.932
H -2.117 -3.401 -3.640
H 1.369 -2.577 0.587
H 7.681 3.064 0.870
H 6.706 1.628 1.215
H 6.987 0.976 -2.242
H -4.253 4.467 2.844
H 5.692 4.526 0.730
H -1.744 4.880 -0.465
H 7.360 3.087 -2.208
H 7.170 4.493 -1.172
H -3.515 -2.258 -1.955
H 4.306 4.121 -0.279
H -1.635 2.665 5.785
H -2.803 4.052 7.544
H 4.666 3.171 1.178
H 0.924 -4.164 2.491
H 7.841 1.631 -0.143